Run P
23
Properties=species:S:1:pos:R:3 method="wB97M-V/def2-TZVPD" charge=0 multiplicity=1 homo_energy_ha=-0.33305 smiles=CCc1c[nH]cn1.CC
C 0.63 1.43 1.31
C 1.17 1.73 -0.11
C 0.18 1.29 -1.11
C -1.12 1.15 -1.07
N -1.61 0.75 -2.50
C -0.37 0.61 -3.09
N 0.68 1.03 -2.42
H 0.53 0.29 1.50
H -0.45 1.97 1.48
H 1.29 1.89 2.14
H 1.43 2.84 -0.32
H 2.17 1.54 -0.26
H -1.74 1.65 -0.36
H -2.22 0.04 -2.52
H -0.28 0.15 -4.11
C -0.78 -1.89 1.53
C 0.65 -2.65 1.37
H -1.54 -2.68 1.43
H -0.84 -1.39 2.55
H -0.89 -1.21 0.64
H 1.28 -2.55 2.30
H 1.26 -2.24 0.48
H 0.61 -3.75 1.14

Run Q
23
Properties=species:S:1:pos:R:3 method="wB97M-V/def2-TZVPD" charge=0 multiplicity=1 homo_energy_ha=-0.29670
C 0.91 -0.42 -0.80
C 0.76 -0.12 -2.30
C 2.06 -1.39 -0.51
C -0.36 -0.99 -0.27
N -1.24 -1.77 -0.51
H 1.10 0.52 -0.28
H -0.08 0.54 -2.47
H 2.16 -1.60 0.55
H 1.67 0.35 -2.67
H 0.59 -1.05 -2.85
H 3.00 -0.95 -0.86
H 1.91 -2.33 -1.04
C -0.56 0.17 1.79
C -0.48 1.66 1.94
C -1.83 0.03 0.27
N -2.00 0.96 -0.57
H -2.95 1.33 -0.57
H -2.56 -0.47 0.90
H -1.17 -0.34 2.53
H 0.43 -0.30 1.84
H -0.14 2.12 1.01
H 0.22 1.94 2.73
H -1.45 2.09 2.17

Of them, the most stable is run P and the least stable is run Q.